Model w:
Formula: C3H11NOS2
Source: OMol25
Level of theory: the ωB97M-V functional and the def2-TZVPD basis

Element x y z (Å)
C -1.4961 2.3372 -2.3294
S -1.2851 1.3764 -0.9142
S 0.6774 0.6577 -1.3966
C 1.0780 -0.7591 -0.3132
C -0.1734 -1.4692 0.2714
N 0.2893 -2.0905 1.3839
H -0.9892 2.0344 -3.2091
H -1.3642 3.4053 -2.1031
H -2.6057 2.2072 -2.3964
H 1.4752 -1.4760 -1.0366
H 1.8312 -0.4710 0.4824
H -0.8350 -0.6773 0.5353
H -0.7279 -2.1048 -0.4078
H -0.5038 -2.2800 2.0416
H 0.9751 -1.5001 1.9102
O 1.2917 -1.7554 4.5364
H 1.7540 -1.2383 5.2663
H 1.9027 -2.4216 4.1393

Properties
LUMO energy (eV): 0.7
Net charge: 0
Kohn-Sham gap (eV): 8.36



Model x:
Formula: C3H11NOS2
Source: OMol25
Level of theory: the ωB97M-V functional and the def2-TZVPD basis

Element x y z (Å)
C -2.1536 2.3101 0.9081
S -1.6747 0.8066 0.1144
S -0.2425 0.2954 1.5122
C 1.3697 0.2297 0.6415
C 1.3155 0.6835 -0.8317
N 0.8587 -0.3476 -1.7629
H -1.3401 3.0344 0.7265
H -3.1030 2.7477 0.5904
H -2.1984 2.2558 1.9938
H 1.8446 -0.7555 0.5720
H 1.9463 0.9624 1.2101
H 2.3423 0.9485 -1.1078
H 0.7282 1.5951 -0.9267
H 0.0182 -0.0772 -2.2603
H 0.4971 -1.1605 -1.2748
O 0.3348 -4.7202 0.0715
H 0.0483 -4.0475 -0.5814
H -0.5914 -4.7606 0.4052

Properties
LUMO energy (eV): 0.4
Net charge: 0
Kohn-Sham gap (eV): 8.88



Which of them is the most stable, and which is the least stable? model x and model w, in that order.



Model w:
Formula: C3H11NOS2
Source: OMol25
Level of theory: the ωB97M-V functional and the def2-TZVPD basis

Element x y z (Å)
C 2.1577 0.1685 1.3954
S 1.6401 1.3077 0.0775
S -0.0436 0.1896 -0.5912
C -1.8969 0.5258 -0.4967
C -2.3865 0.6394 0.9511
N -2.8568 -0.6974 1.3861
H 3.1374 0.5501 1.6914
H 1.3938 0.1936 2.1577
H 2.3143 -0.8006 0.9284
H -2.2794 -0.4041 -0.9218
H -2.1172 1.3345 -1.1837
H -3.2146 1.3404 1.0409
H -1.5340 0.8397 1.5827
H -2.5446 -0.9170 2.3326
H -3.8622 -0.7043 1.5479
O 1.2935 -2.9716 -2.4283
H 0.3956 -3.1217 -2.7353
H 1.2873 -3.3656 -1.5508

Properties
LUMO energy (eV): 0.4
Net charge: 0
Kohn-Sham gap (eV): 8.74



Model x:
Formula: C3H11NOS2
Source: OMol25
Level of theory: the ωB97M-V functional and the def2-TZVPD basis

Element x y z (Å)
N 0.4499 1.0879 2.2382
C -0.5171 0.5534 1.2571
C -0.7369 1.6757 0.2598
C -0.0190 -0.7539 0.5749
S 0.2919 -2.0086 1.7443
S 0.7207 0.2382 -2.2378
H 1.2714 1.4038 1.7464
H 0.6957 0.3832 2.9225
H -1.3710 0.1592 1.8054
H -1.0421 2.6590 0.6052
H -1.5315 1.4121 -0.4515
H 0.1480 1.7305 -0.3603
H 1.0217 -0.7648 0.1251
H -0.7668 -1.0429 -0.1715
H 1.6165 0.8905 -2.9824
H 0.1134 -1.7874 -2.1732
H 0.0578 -3.2190 -2.7367
O -0.4026 -2.6167 -2.1655

Properties
LUMO energy (eV): -4.5
Net charge: 0
Kohn-Sham gap (eV): 4.11



Which of them is the most stable, and which is the least stable? model w and model x, in that order.



Model w:
Formula: C2H5BrO
Source: OMol25
Level of theory: the ωB97M-V functional and the def2-TZVPD basis

Element x y z (Å)
C 1.3191 0.5993 -0.3265
C 0.7128 0.1929 -1.4518
Br 1.5274 -0.3700 -3.0684
H 2.3725 0.4894 -0.1567
H 0.7531 0.6696 0.5607
H -0.3220 0.2377 -1.7049
O -1.8520 -0.3866 1.8267
H -2.8041 -0.2484 2.0525
H -1.7068 -1.1840 2.2685

Properties
LUMO energy (eV): 0.7
Net charge: 0
Kohn-Sham gap (eV): 10.16



Model x:
Formula: C2H5BrO
Source: OMol25
Level of theory: the ωB97M-V functional and the def2-TZVPD basis

Element x y z (Å)
C -1.3274 0.9879 0.1374
C 0.8649 -0.6110 -0.4699
O 0.7345 -1.6924 0.2971
Br 2.3806 0.5639 -0.0239
H -0.7549 0.8913 -0.6844
H -2.2070 0.4107 0.4391
H -0.9275 1.6946 0.8076
H 0.8804 -0.8203 -1.5827
H 0.3564 -1.4247 1.0798

Properties
LUMO energy (alpha / beta) (eV): 0.0 / -0.1
Net charge: 0
Kohn-Sham gap (alpha / beta) (eV): 8.90 / 8.37



Which of them is the most stable, and which is the least stable? model w and model x, in that order.



Model w:
Formula: C2H5FO2
Source: OMol25
Level of theory: the ωB97M-V functional and the def2-TZVPD basis

Element x y z (Å)
O 1.6525 0.9218 -0.2956
C 0.3876 0.8637 0.1060
C -0.3700 -0.6582 -0.2892
O -1.1954 -0.9227 0.8295
F -1.0275 -0.3656 -1.4315
H 2.1999 0.2478 0.1407
H -0.2018 1.5811 -0.3352
H 0.3358 0.6858 1.2041
H 0.3076 -1.5041 -0.4314
H -2.0886 -0.8496 0.5025

Properties
LUMO energy (eV): 0.9
Net charge: 0
Kohn-Sham gap (eV): 10.15



Model x:
Formula: C2H5FO2
Source: OMol25
Level of theory: the ωB97M-V functional and the def2-TZVPD basis

Element x y z (Å)
C 0.3946 0.9075 0.2591
C -0.6880 -0.7610 -1.2202
O 1.7113 0.5429 0.2030
O -1.3232 -1.5410 -0.2572
F -1.5984 0.1337 -1.6856
H -0.0186 1.8170 -0.2896
H -0.2622 0.6862 1.2519
H -0.0955 -1.2390 -2.0918
H 2.0928 -0.2593 0.6122
H -1.8002 -1.0322 0.4281

Properties
LUMO energy (alpha / beta) (eV): 0.7 / 0.7
Net charge: 0
Kohn-Sham gap (alpha / beta) (eV): 8.21 / 8.42



Which of them is the most stable, and which is the least stable? model w and model x, in that order.



Model w:
Formula: C3H14O4
Source: OMol25
Level of theory: the ωB97M-V functional and the def2-TZVPD basis

Element x y z (Å)
C 0.6579 1.3241 0.2391
C 0.7259 0.6272 1.3951
C 2.0548 0.1254 2.0063
H -0.3247 1.6139 -0.0720
H 1.5245 1.3776 -0.3021
H -0.1252 0.4038 1.9140
H 2.9530 0.5807 1.5707
H 2.0636 0.2804 3.1200
H 2.0989 -0.9507 1.7429
O -0.0219 -2.5091 0.2302
H -0.5226 -2.9846 0.9765
H 0.4283 -1.7064 0.4724
O -1.9671 2.3186 -1.1052
H -1.5510 1.4670 -1.2625
H -1.4770 3.0441 -1.4643
O -2.1240 -0.9654 -1.3218
H -1.8015 -1.6698 -0.7511
H -2.8595 -1.2780 -1.9132
O 0.2813 -0.0751 -1.9863
H -0.6639 -0.2161 -2.0654
H 0.6500 -0.8077 -1.4233

Properties
LUMO energy (eV): 0.3
Net charge: 0
Kohn-Sham gap (eV): 9.56



Model x:
Formula: C3H14O4
Source: OMol25
Level of theory: the ωB97M-V functional and the def2-TZVPD basis

Element x y z (Å)
C -3.1586 15.0147 -10.0650
C -1.7611 14.4108 -10.4002
C -1.6303 14.1196 -11.9506
O -0.7607 15.1540 -9.8538
H -3.3094 15.1502 -8.9940
H -3.9599 14.3453 -10.3780
H -3.2681 16.0341 -10.4351
H -1.7672 13.4834 -9.8275
H -0.7063 13.5706 -12.1322
H -1.5618 15.0217 -12.5585
H -2.5127 13.6271 -12.3591
H 0.0644 14.6633 -9.8444
O -3.1566 12.6449 -4.3525
H -2.2317 12.4280 -4.2352
H -3.1779 13.6016 -4.3743
O 2.0671 11.3555 -3.5139
H 2.3969 11.5663 -4.3874
H 2.6734 11.7931 -2.9164
O 2.1186 10.2231 -9.0782
H 2.6825 9.5188 -9.3981
H 1.5090 10.3879 -9.7975

Properties
LUMO energy (eV): 0.4
Net charge: 0
Kohn-Sham gap (eV): 10.56



Which of them is the most stable, and which is the least stable? model x and model w, in that order.



Model w:
Formula: H16O8Sr
Source: OMol25
Level of theory: the ωB97M-V functional and the def2-TZVPD basis

Element x y z (Å)
Sr -0.1487 0.1240 -0.1467
O -0.3082 -0.2205 -2.6741
H 0.1219 0.4067 -3.2552
H -0.6526 -0.8940 -3.2606
O -2.5669 0.6412 0.2420
H -3.1246 1.4185 0.2097
H -2.8926 0.1432 0.9918
O -0.8242 -2.2947 -0.8141
H -0.9767 -2.6372 -1.6949
H -0.5839 -3.0630 -0.2962
O 1.7964 -1.6467 0.5382
H 2.3270 -1.3373 1.2724
H 2.1075 -2.5372 0.3757
O -1.0577 -1.0822 1.9722
H -1.3861 -0.7594 2.8114
H -1.0126 -2.0321 2.0815
O 1.2351 0.9929 1.7063
H 1.3289 0.8278 2.6444
H 1.9150 1.6366 1.5068
O -0.7289 2.6178 -0.2230
H -1.2263 3.0780 -0.8990
H -0.6909 3.2340 0.5085
O 2.0605 1.1600 -1.1939
H 2.7001 1.7101 -0.7416
H 2.5886 0.5130 -1.6615

Properties
LUMO energy (eV): -6.3
Net charge: +2
Kohn-Sham gap (eV): 12.52



Model x:
Formula: H16O8Sr
Source: OMol25
Level of theory: the ωB97M-V functional and the def2-TZVPD basis

Element x y z (Å)
Sr -5.1620 -10.0000 -4.8200
O -6.9340 -8.1990 -4.3810
H -7.7080 -7.9670 -4.8710
H -6.9650 -7.6220 -3.6110
O -4.3880 -8.2180 -6.5690
H -4.4510 -7.3860 -6.1400
H -3.4850 -8.3370 -6.7680
O -5.7200 -9.9830 -2.1900
H -5.6280 -10.9070 -1.9970
H -5.9980 -9.5280 -1.3950
O -7.0970 -11.6820 -4.0700
H -7.9690 -11.2470 -3.9480
H -7.2880 -12.4720 -4.5840
O -7.1030 -9.9760 -6.6160
H -6.9190 -9.7140 -7.5130
H -7.9500 -10.3940 -6.6340
O -2.5970 -10.4360 -4.8810
H -1.8950 -9.7730 -4.9230
H -2.2290 -11.1940 -5.3120
O -3.6080 -8.4200 -3.3550
H -2.7030 -8.0640 -3.4670
H -4.1100 -7.7720 -2.8800
O -4.7650 -11.9610 -6.7170
H -4.7180 -12.7430 -6.2160
H -5.4710 -12.1990 -7.3320

Properties
LUMO energy (eV): -6.4
Net charge: +2
Kohn-Sham gap (eV): 12.46



Which of them is the most stable, and which is the least stable? model w and model x, in that order.



Model w:
Formula: C3H10NO
Source: OMol25
Level of theory: the ωB97M-V functional and the def2-TZVPD basis

Element x y z (Å)
N -1.1462 -1.0558 0.2477
C -0.4733 -0.0355 1.2047
C 0.8532 0.4488 0.6045
C 0.8496 0.8747 -1.0095
O -0.2096 0.2091 -1.6338
H -0.4209 -1.7617 0.1089
H -1.3811 -0.6088 -0.7273
H -2.0243 -1.3523 0.5427
H -1.0314 0.8765 1.4139
H -0.3276 -0.5777 2.1334
H 1.1898 1.2130 1.2303
H 1.6743 -0.2790 0.6850
H 0.5448 1.9129 -1.0766
H 1.8558 0.6123 -1.5246
H 0.0471 -0.4764 -2.1993

Properties
LUMO energy (eV): -3.5
Net charge: +1
Kohn-Sham gap (eV): 11.31



Model x:
Formula: C3H10NO
Source: OMol25
Level of theory: the ωB97M-V functional and the def2-TZVPD basis

Element x y z (Å)
C 0.5954 -0.2906 0.8313
O -0.4731 -0.3074 -0.3385
C 1.9511 -0.3983 0.3373
C 2.4974 0.7118 -0.5530
N -3.7349 0.2171 -0.0699
H 0.3287 -1.1281 1.5141
H 0.3023 0.7243 1.2926
H -0.1459 -0.8881 -1.0264
H 2.5542 -1.2632 0.6406
H 3.3331 1.2443 -0.0844
H 2.8645 0.3322 -1.5173
H 1.6866 1.4257 -0.7329
H -2.7549 0.0980 -0.2239
H -4.2565 0.8483 -0.6419
H -4.2463 -0.5915 0.2839

Properties
LUMO energy (eV): -8.3
Net charge: +1
Kohn-Sham gap (eV): 3.47



Which of them is the most stable, and which is the least stable? model w and model x, in that order.



Model w:
Formula: C3H10NO
Source: OMol25
Level of theory: the ωB97M-V functional and the def2-TZVPD basis

Element x y z (Å)
C -0.8756 -1.9740 -0.0451
C 0.0901 -0.8532 0.4152
C 0.2305 0.3977 -1.5910
N 0.1805 0.4332 -0.3183
H -0.3777 -2.5547 -0.8234
H -1.8091 -1.5457 -0.4093
H -1.0536 -2.6165 0.8127
H 1.0918 -1.2880 0.4490
H -0.1172 -0.5853 1.4591
H -0.3307 -0.3626 -2.1340
H 0.6655 1.2001 -2.1735
H 0.2934 1.3366 0.2320
H 0.8384 3.4555 0.9664
H 0.7860 2.3284 1.9928
O 0.3877 2.6285 1.1674

Properties
LUMO energy (eV): -4.9
Net charge: +1
Kohn-Sham gap (eV): 11.38



Model x:
Formula: C3H10NO
Source: OMol25
Level of theory: the ωB97M-V functional and the def2-TZVPD basis

Element x y z (Å)
C 2.4691 0.2816 -0.3142
C -1.3235 0.4343 0.1089
C -2.4046 -0.4708 -0.1028
O -3.6029 0.4672 0.1328
N 2.8921 -0.9829 0.2605
H 1.3484 0.4763 -0.3503
H 2.8917 1.1264 0.2454
H -1.3249 0.8216 1.1190
H -0.9705 0.8900 -0.8111
H -2.6444 -0.9198 -1.0598
H -2.4272 -1.2310 0.6846
H -3.1975 1.3200 -0.1239
H 2.7841 0.3177 -1.3591
H 2.1369 -1.6408 0.4214
H 3.3734 -0.8899 1.1485

Properties
LUMO energy (eV): -8.8
Net charge: +1
Kohn-Sham gap (eV): 3.92



Which of them is the most stable, and which is the least stable? model w and model x, in that order.